Formula: C24H41BCl18N2O6P2S
Source: OMol25
Level of theory: wB97M-V/def2-TZVPD

Calculated values
- Structure (SMILES): C#CCP(CCCNCc1ccccc1O)(N=C=S)(B(O)OC)P(=O)(O)O.ClCCl.ClCCl.ClCCl.ClCCl.ClCCl.ClCCl.ClCCl.ClCCl.ClCCl
- Molecular weight: 1196.58 g mol⁻¹
- Gap between HOMO and LUMO: 0.3237 Eh

Structure (ORCA input):
```
! RIJCOSX wB97M-V def2-TZVPD def2/J DEFGRID3
* xyz 0 1
C 1.194 2.005 -0.714
C 1.538 0.858 -0.765
C 1.899 -0.549 -0.847
P 0.480 -1.712 -1.145
C -0.872 -1.374 -2.335
C -0.660 -0.037 -3.062
C -1.253 -0.046 -4.480
N -1.688 1.301 -4.868
C -3.148 1.539 -4.720
C -3.784 0.876 -3.528
C -4.438 -0.341 -3.654
C -5.062 -0.956 -2.587
C -5.050 -0.329 -1.348
C -4.390 0.872 -1.206
C -3.760 1.483 -2.276
O -3.137 2.696 -2.084
N 1.512 -2.556 -2.590
C 2.403 -3.289 -2.287
S 3.660 -4.178 -1.895
B 0.325 -3.407 -0.169
O -0.418 -4.410 -0.714
O 0.952 -3.523 1.022
C 0.486 -4.594 1.865
P -0.777 -0.909 0.577
O -1.696 -2.043 0.845
O 0.075 -0.448 1.864
O -1.610 0.428 0.232
H 1.193 3.070 -0.692
H 2.642 -0.650 -1.635
H 2.355 -0.872 0.089
H -0.871 -2.176 -3.072
H -1.835 -1.339 -1.825
H -1.060 0.779 -2.468
H 0.402 0.184 -3.181
H -0.428 -0.309 -5.145
H -2.011 -0.823 -4.612
H -1.504 1.369 -5.863
H -3.700 1.242 -5.617
H -3.279 2.615 -4.591
H -4.469 -0.823 -4.625
H -5.576 -1.901 -2.692
H -5.558 -0.798 -0.518
H -4.377 1.368 -0.245
H -2.193 2.599 -2.297
H -0.950 -4.075 -1.445
H -0.601 -4.635 1.858
H 0.805 -4.398 2.885
H 0.899 -5.535 1.512
H 0.805 -1.050 2.080
H -1.555 1.049 0.975
C 1.498 1.559 -7.444
Cl 1.675 1.872 -5.718
Cl -0.185 1.219 -7.895
H 1.825 2.433 -7.994
H 2.097 0.695 -7.704
C 3.220 -2.785 3.720
Cl 4.788 -2.774 4.533
Cl 3.041 -1.404 2.631
H 3.135 -3.695 3.137
H 2.438 -2.743 4.469
C -1.303 5.303 -4.116
Cl -0.674 4.096 -2.985
Cl -0.592 5.143 -5.721
H -2.376 5.169 -4.194
H -1.067 6.287 -3.730
C 4.869 -2.956 8.317
Cl 3.657 -4.245 8.355
Cl 4.565 -1.734 9.557
H 5.845 -3.393 8.490
H 4.837 -2.479 7.345
C 0.399 -2.766 8.861
Cl -0.797 -4.071 8.852
Cl 0.064 -1.567 10.116
H 1.375 -3.202 9.040
H 0.375 -2.272 7.897
C -2.652 8.160 -7.790
Cl -2.894 7.759 -6.086
Cl -0.941 8.333 -8.194
H -3.071 7.362 -8.392
H -3.153 9.098 -7.996
C 1.605 -7.831 3.940
Cl -0.095 -7.388 3.760
Cl 2.626 -6.418 4.245
H 1.702 -8.509 4.778
H 1.939 -8.303 3.024
C 1.311 8.544 -1.970
Cl 1.283 8.920 -3.697
Cl 0.364 7.097 -1.605
H 2.337 8.369 -1.668
H 0.889 9.380 -1.426
C 2.878 0.161 12.645
Cl 1.181 0.571 12.388
Cl 3.867 1.586 12.988
H 2.945 -0.517 13.487
H 3.253 -0.312 11.745
*
```

List of Löwdin charges in e, atom by atom: 0.11, -0.20, -0.28, 0.93, -0.28, -0.21, -0.24, -0.05, -0.15, -0.17, -0.06, -0.09, -0.08, -0.03, -0.28, -0.02, -0.06, -0.94, 0.65, -0.82, 0.17, -0.03, -0.07, 0.42, -0.30, -0.18, -0.15, 0.03, 0.10, 0.05, 0.09, 0.08, 0.08, 0.09, 0.09, 0.11, 0.00, 0.12, 0.11, 0.11, 0.10, 0.11, 0.12, -0.01, 0.11, 0.10, 0.06, 0.08, -0.03, 0.09, -0.98, 0.54, 0.55, 0.03, 0.03, -1.00, 0.55, 0.63, 0.00, 0.04, -1.01, 0.59, 0.50, 0.02, -0.04, -1.01, 0.54, 0.53, 0.03, -0.03, -1.04, 0.50, 0.49, -0.06, 0.02, -1.02, 0.51, 0.50, 0.02, 0.02, -1.00, 0.54, 0.53, 0.03, 0.03, -1.01, 0.51, 0.53, 0.02, 0.02, -1.03, 0.49, 0.50, 0.03, -0.02



Formula: C24H41Cl16N4O
Source: OMol25
Level of theory: wB97M-V/def2-TZVPD

Calculated values
- Molecular weight: 968.87 g mol⁻¹
- Gap between HOMO and LUMO: 0.3290 Eh

Structure (ORCA input):
```
! RIJCOSX wB97M-V def2-TZVPD def2/J DEFGRID3
* xyz 1 1
C 11.914 -2.328 -1.264
C 10.642 -1.911 -0.524
C 9.866 -0.818 -1.256
C 8.593 -0.373 -0.528
C 7.623 0.417 -1.431
C 7.073 1.680 -0.760
C 6.078 1.370 0.373
C 4.632 1.711 0.012
C 3.640 1.425 1.144
C 2.323 2.217 0.993
C 1.141 1.293 1.275
N -0.170 1.946 1.138
N -0.337 3.264 1.523
C -1.626 3.548 1.346
N -2.309 2.538 0.876
C -1.391 1.550 0.750
N -1.769 0.376 0.290
C -3.207 0.112 0.022
C -3.495 -1.154 -0.757
C -5.004 -1.240 -1.054
C -5.848 -1.701 0.144
O -0.827 -0.622 0.192
C -0.124 -0.600 -1.076
C 1.079 -1.515 -0.966
C 2.083 -1.210 -2.078
H 12.267 -3.309 -0.940
H 11.738 -2.376 -2.344
H 12.723 -1.614 -1.096
H 10.909 -1.547 0.474
H 9.991 -2.781 -0.392
H 10.525 0.050 -1.388
H 9.601 -1.183 -2.257
H 8.885 0.261 0.315
H 8.103 -1.271 -0.137
H 6.782 -0.225 -1.718
H 8.139 0.699 -2.353
H 6.588 2.316 -1.507
H 7.922 2.226 -0.338
H 6.119 0.303 0.628
H 6.338 1.907 1.292
H 4.350 1.098 -0.855
H 4.558 2.759 -0.298
H 3.421 0.353 1.168
H 4.105 1.683 2.100
H 2.339 3.063 1.686
H 2.243 2.602 -0.029
H 1.154 0.472 0.562
H 1.215 0.885 2.288
H 0.406 3.837 1.882
H -2.041 4.520 1.578
H -3.698 0.050 1.000
H -3.602 0.978 -0.511
H -3.193 -2.032 -0.183
H -2.967 -1.135 -1.712
H -5.147 -1.899 -1.912
H -5.345 -0.250 -1.381
H -6.370 -0.863 0.624
H -6.617 -2.412 -0.166
H -5.231 -2.192 0.902
H -0.785 -0.951 -1.867
H 0.165 0.437 -1.295
H 0.738 -2.551 -1.053
H 1.546 -1.438 0.021
H 2.843 -1.991 -2.130
H 2.596 -0.260 -1.913
H 1.588 -1.168 -3.053
C -6.254 -3.606 -2.782
Cl -6.628 -4.587 -4.193
Cl -7.464 -2.338 -2.595
Cl -6.249 -4.622 -1.333
Cl -4.653 -2.872 -2.983
C -6.742 2.159 2.288
Cl -7.406 1.570 0.761
Cl -7.678 3.529 2.870
Cl -6.798 0.846 3.463
Cl -5.053 2.612 2.007
C -10.993 1.824 4.711
Cl -10.493 0.557 3.585
Cl -12.366 1.261 5.659
Cl -9.649 2.211 5.794
Cl -11.450 3.268 3.802
C -11.135 -1.772 -0.627
Cl -11.898 -1.564 -2.201
Cl -10.195 -3.266 -0.605
Cl -10.017 -0.427 -0.336
Cl -12.360 -1.811 0.636
*
```

List of Löwdin charges in e, atom by atom: -0.12, -0.28, -0.24, -0.22, -0.21, -0.21, -0.21, -0.22, -0.19, -0.17, -0.10, 0.05, 0.14, -0.10, 0.14, -0.27, -0.03, -0.11, -0.20, -0.37, -0.14, -0.06, -0.18, -0.22, -0.08, 0.07, 0.07, 0.07, 0.11, 0.11, 0.12, 0.11, 0.11, 0.11, 0.11, 0.11, 0.11, 0.11, 0.12, 0.11, 0.11, 0.12, 0.11, 0.12, 0.11, 0.12, 0.08, 0.15, 0.17, 0.15, 0.12, 0.12, 0.12, 0.09, -0.22, 0.11, 0.01, -0.02, 0.08, 0.12, 0.13, 0.12, 0.11, 0.08, 0.06, 0.08, -1.91, 0.58, 0.61, 0.60, 0.71, -2.03, 0.53, 0.55, 0.53, 0.54, -2.06, 0.50, 0.54, 0.51, 0.52, -2.06, 0.54, 0.51, 0.48, 0.54



Formula: C24H41F9O4P
Source: OMol25
Level of theory: wB97M-V/def2-TZVPD

Calculated values
- Molecular weight: 595.54 g mol⁻¹
- Gap between HOMO and LUMO: 0.3676 Eh

Structure (ORCA input):
```
! RIJCOSX wB97M-V def2-TZVPD def2/J DEFGRID3
* xyz 1 1
C -0.847 -3.719 2.244
C -0.137 -3.737 0.747
C -0.353 -2.256 0.055
C 1.008 -1.591 -0.571
C 2.009 -0.907 0.555
C 1.250 0.080 1.621
C 1.943 1.587 1.750
C 0.801 2.761 1.620
C 1.293 4.122 0.850
C 2.101 3.873 -0.555
P 1.175 2.667 -1.770
C 2.423 2.290 -3.190
C 1.794 1.379 -4.408
C 0.799 2.190 -5.429
F -0.578 1.589 -5.293
C -0.400 3.589 -2.330
C -1.725 3.307 -1.349
O -2.897 3.409 -2.234
C -4.156 3.543 -1.488
C -4.928 2.136 -1.158
F -4.265 1.461 0.012
F -6.297 2.522 -0.647
C -5.168 1.151 -2.444
F -4.900 1.815 -3.774
F -6.645 0.831 -2.482
C -4.285 -0.230 -2.442
F -2.850 -0.048 -2.076
F -4.269 -0.721 -3.871
C -4.908 -1.457 -1.554
F -3.730 -2.196 -0.967
F -5.745 -1.044 -0.405
H -1.249 -4.817 2.440
H 0.012 -3.471 3.020
H -1.704 -2.927 2.335
H -0.632 -4.536 0.013
H 1.033 -3.954 0.815
H -1.096 -2.421 -0.864
H -0.929 -1.569 0.811
H 0.784 -0.864 -1.488
H 1.631 -2.492 -1.041
H 2.620 -1.760 1.116
H 2.812 -0.285 -0.070
H 0.128 0.264 1.342
H 1.319 -0.452 2.686
H 2.354 1.645 2.869
H 2.866 1.714 1.042
H 0.496 3.068 2.732
H -0.201 2.407 1.104
H 2.005 4.791 1.531
H 0.345 4.784 0.578
H 3.183 3.437 -0.436
H 2.172 4.902 -1.156
H 0.752 1.486 -1.044
H 2.901 3.314 -3.557
H 3.321 1.676 -2.700
H 2.715 0.995 -5.062
H 1.259 0.391 -4.013
H 0.707 3.321 -5.070
H 1.118 2.167 -6.556
H -0.757 3.351 -3.420
H -0.174 4.758 -2.296
H -1.741 4.057 -0.448
H -1.647 2.170 -1.025
H -3.921 4.048 -0.432
H -4.895 4.313 -2.024
H -5.443 -2.256 -2.253
C 2.526 -4.970 6.254
C 2.608 -4.762 4.755
C 3.917 -5.198 4.168
O 4.033 -4.369 3.027
C 3.346 -3.223 3.315
O 3.408 -2.199 2.660
O 2.576 -3.380 4.435
H 3.214 -4.302 6.784
H 1.520 -4.732 6.614
H 2.754 -6.005 6.525
H 1.761 -5.248 4.256
H 3.911 -6.254 3.884
H 4.773 -5.009 4.823
*
```

List of Löwdin charges in e, atom by atom: -0.13, -0.24, -0.23, -0.22, -0.20, -0.19, -0.20, -0.22, -0.24, -0.31, 1.06, -0.30, -0.21, -0.13, -0.15, -0.24, -0.21, -0.19, -0.08, -0.14, 0.00, 0.00, -0.08, 0.02, 0.02, -0.11, 0.01, 0.01, -0.05, -0.05, 0.00, 0.08, 0.07, 0.08, 0.12, 0.11, 0.10, 0.09, 0.08, 0.12, 0.09, 0.10, 0.09, 0.12, 0.13, 0.09, 0.13, 0.09, 0.14, 0.11, 0.10, 0.12, 0.05, 0.12, 0.12, 0.13, 0.13, 0.12, 0.14, 0.09, 0.12, 0.13, 0.12, 0.16, 0.18, 0.20, -0.02, -0.35, -0.11, 0.07, -0.48, 0.09, 0.08, 0.10, 0.09, 0.09, 0.16, 0.15, 0.15



Q: molecular weight of number 2 (C24H41Cl16N4O)?
A: 968.87 g mol⁻¹